One molecule with the formula C4H6N2O at a distorted geometry, computed with ωB97M-V with the def2-TZVPD basis set.

## Properties
SMILES: Cc1cnc(N)o1
Gap between HOMO and LUMO: 8.935 eV
Relative energy (zero: lowest compared OMol25 entry of this formula, charge and spin): 219.63 kJ/mol

Cartesian coordinates (Å):
C: -2.087 0.461 0.041
C: -0.658 0.071 -0.220
C: -0.305 -1.218 -0.438
N: 1.062 -1.387 -0.720
C: 1.633 -0.316 -0.495
N: 2.769 0.366 -0.249
O: 0.370 0.896 -0.267
H: -2.515 1.095 -0.741
H: -2.671 -0.466 0.094
H: -2.212 0.988 0.993
H: -1.003 -1.996 -0.659
H: 2.316 1.270 -0.182
H: 3.285 0.157 0.611